No. 1
Here is a structure of composition C23H35ClN2O3V at a distorted geometry from the OMol25 dataset. Energies are from wB97M-V/def2-TZVPD.

Results
2S+1: 3
Net charge: -1
Energy in eV: -71749.682
Relative energy (zero: lowest compared OMol25 entry of this formula, charge and spin) in eV: 0.0000

```
65
Properties=species:S:1:pos:R:3:forces:R:3
V -1.039 -0.055 0.287 0.851 0.379 4.092
Cl -3.132 0.629 2.002 -1.149 2.007 0.939
O -0.336 -4.088 -0.557 0.534 -0.998 0.189
O 0.147 -0.123 2.866 0.206 1.315 0.066
O -0.623 4.090 -0.372 0.950 1.228 -0.046
N -0.367 -2.010 0.284 0.037 -2.286 -1.272
N -0.214 1.948 0.189 -0.694 2.255 -1.958
C 2.012 -1.965 0.888 0.352 0.041 -0.188
C 1.635 2.281 1.838 0.317 0.107 0.518
C -2.042 2.379 -1.395 0.068 0.223 0.338
C 0.060 0.193 4.223 -0.336 -0.463 -1.421
C -0.800 1.232 -3.351 -0.542 0.342 0.401
C -1.912 -2.505 -1.532 0.028 -0.693 0.038
C -0.290 -2.506 -4.036 0.114 -0.204 -0.365
C -1.445 -1.251 -2.196 0.284 1.419 -1.914
C 2.067 2.510 -0.600 0.002 -0.126 -0.292
C 0.721 -4.109 0.478 -0.295 -0.439 -0.835
C -0.486 2.575 -3.952 0.103 0.349 -0.451
C 0.307 -2.724 2.520 -0.257 0.251 0.803
C -0.940 2.820 -0.501 1.145 -2.326 2.106
C -1.731 -0.057 -1.539 -0.963 -0.158 -0.513
C 1.429 0.302 4.880 0.312 -0.224 0.267
C -0.782 1.432 4.495 -0.225 0.070 0.772
C -1.536 1.178 -2.144 0.459 -0.869 -1.790
C -0.380 0.036 -3.955 0.071 0.269 0.008
C -0.849 -2.876 -0.568 0.625 1.718 1.691
C -0.706 -1.201 -3.398 -0.496 -0.781 0.366
C 0.703 -2.710 1.071 -0.621 0.682 0.275
C 0.557 4.143 0.531 -0.759 0.080 -0.280
C 1.048 2.695 0.520 -0.515 -0.225 0.120
H -2.454 -0.367 1.178 0.634 -1.967 -1.221
H 1.667 -4.351 -0.026 -0.264 -0.034 0.045
H 0.230 -1.614 2.848 0.045 -0.825 -0.298
H -2.365 3.201 -2.024 -0.007 0.168 -0.113
H -0.686 -3.179 2.656 0.332 -0.220 -0.017
H 1.961 -0.974 1.358 -0.133 -0.294 -0.018
H -2.833 -2.286 -0.971 0.327 0.003 -0.063
H -1.167 -3.128 -4.261 0.132 0.076 0.029
H 0.458 -4.896 1.199 0.081 0.331 -0.279
H 0.248 -2.366 -4.980 -0.060 0.136 0.093
H 2.020 1.127 4.469 -0.080 0.021 -0.038
H 0.216 3.179 -3.356 -0.192 -0.228 0.045
H 0.206 4.463 1.525 0.002 -0.135 -0.332
H 1.298 0.466 5.955 0.160 0.058 0.090
H -0.042 2.499 -4.950 -0.045 -0.140 0.094
H -0.255 2.352 4.236 0.048 0.086 -0.010
H 0.189 0.080 -4.899 -0.260 -0.042 0.523
H -2.884 2.066 -0.758 0.175 0.061 -0.159
H 2.067 1.271 1.802 -0.316 0.335 0.042
H 2.008 -0.626 4.747 -0.219 0.241 -0.038
H 2.929 3.158 -0.389 -0.074 -0.184 -0.121
H -1.019 1.474 5.577 0.061 0.153 -0.316
H 2.433 2.992 2.096 -0.001 -0.092 0.046
H 2.242 -1.849 -0.182 0.058 -0.073 0.203
H 2.406 1.467 -0.649 -0.106 0.221 0.003
H 1.259 4.889 0.119 -0.313 -0.413 0.118
H -2.114 -3.340 -2.206 0.129 0.067 -0.070
H -1.398 3.177 -4.060 0.140 -0.060 0.027
H 1.082 -3.223 3.118 -0.187 -0.216 -0.037
H 2.805 -2.547 1.376 0.020 0.197 -0.126
H 0.365 -3.113 -3.392 -0.179 0.218 -0.004
H -1.719 1.397 3.941 0.140 -0.057 0.000
H -0.460 -0.639 4.737 -0.082 -0.144 0.244
H 0.872 2.293 2.623 0.275 -0.130 -0.275
H 1.639 2.782 -1.578 0.154 -0.063 0.269
```
Forces are in eV/Å.

No. 2
Here is a structure of composition C2H5NO at a distorted geometry from the OMol25 dataset. Energies are from wB97M-V/def2-TZVPD.

Results
Net charge: 0
Energy in eV: -5688.726
Relative energy (zero: lowest compared OMol25 entry of this formula, charge and spin) in eV: 4.5031

```
9
Properties=species:S:1:pos:R:3:forces:R:3
O 1.688 -0.708 -0.151 1.911 -1.071 0.314
N 0.735 -0.015 0.095 -6.164 -2.938 -1.266
C 0.605 1.233 0.092 2.090 2.990 0.412
C -0.901 -0.911 -0.016 2.635 0.777 -1.324
H -0.639 -1.816 -0.633 -0.087 0.980 1.052
H -0.260 1.888 0.185 -0.038 -1.021 0.119
H -1.574 -0.266 -0.581 0.255 0.154 0.069
H -1.273 -1.070 0.969 0.087 -0.330 0.694
H 1.619 1.666 0.040 -0.688 0.458 -0.070
```
Forces are in eV/Å.

No. 3
Here is a cluster of 2 separate species, C8H16O2Si in total at a distorted geometry from the OMol25 dataset. Energies are from wB97M-V/def2-TZVPD.

Results
SMILES: CC/[Si](C(C)=O)=C(/C)O.C=C
Net charge: 0
Energy in eV: -20523.912
Relative energy (zero: lowest compared OMol25 entry of this formula, charge and spin) in eV: 4.9752

```
27
Properties=species:S:1:pos:R:3:forces:R:3
Si -0.029 0.745 0.191 -0.686 0.096 0.288
O -0.211 0.545 -2.465 0.998 0.136 -1.529
O 2.091 1.786 1.353 2.104 3.238 1.085
C -0.103 -0.155 2.858 -1.355 3.174 2.252
C 2.283 1.962 -1.101 -0.999 -1.692 0.308
C 1.514 1.586 0.147 -1.856 -0.703 -0.749
C -2.437 0.239 -1.611 2.159 -1.798 0.612
C -0.184 -2.607 -1.453 -0.365 -0.213 -3.211
C -1.061 0.213 1.713 1.533 -2.117 -0.203
C 0.330 -2.762 -0.281 -3.072 -0.121 2.950
C -0.887 0.496 -1.481 -1.752 -0.131 0.266
H -1.253 -2.695 -1.798 1.328 0.085 0.810
H 3.285 2.196 -0.764 0.507 -0.262 -0.485
H -1.500 -0.816 1.585 -0.307 1.279 -0.782
H 1.858 2.790 -1.630 -0.252 0.703 -0.190
H -2.909 0.887 -0.934 -0.980 0.698 1.055
H -2.558 -0.838 -1.288 -0.215 1.162 -0.212
H 0.264 -1.111 2.792 1.099 -2.219 -0.443
H 2.133 1.072 -1.776 0.966 1.036 0.391
H 0.572 -2.467 -2.211 -0.358 0.272 -0.762
H -0.438 -2.893 0.514 1.069 -0.130 0.003
H -2.828 0.370 -2.602 0.172 0.075 -0.559
H 0.706 0.569 3.010 -0.034 -0.294 -0.148
H -1.803 0.891 2.062 -0.608 0.620 -0.049
H 2.526 2.735 1.371 -1.122 -2.732 -0.046
H 1.331 -2.619 -0.024 1.430 -0.019 0.219
H -0.693 -0.120 3.825 0.594 -0.147 -0.870
```
Forces are in eV/Å.

No. 4
Here is a structure of composition C21H35BO2P2Sn at a distorted geometry from the OMol25 dataset. Energies are from wB97M-V/def2-TZVPD.

Results
Net charge: +2
Energy in eV: -51506.156
Relative energy (zero: lowest compared OMol25 entry of this formula, charge and spin) in eV: 0.0000

```
62
Properties=species:S:1:pos:R:3:forces:R:3
Sn 2.517 -0.050 2.059 0.423 -0.088 -0.371
P 0.296 2.045 -2.667 -0.718 -0.094 -1.048
P 0.146 -2.018 -2.939 -0.756 -0.092 -0.777
O 0.420 -0.044 4.487 1.428 0.075 -1.344
O 1.980 1.619 4.905 0.223 -1.236 -1.493
C 1.765 -2.769 -3.069 0.125 0.123 0.005
C -1.437 -2.089 -0.583 -0.050 -0.338 0.542
C 0.995 0.673 -3.678 0.070 0.038 -0.258
C 1.212 2.100 7.199 -0.104 0.335 0.406
C 0.097 -0.535 -3.997 -0.274 0.036 -0.490
C -0.705 0.766 7.891 -0.096 -0.207 -0.357
C -0.267 0.814 -0.275 -0.063 0.086 -0.306
C -2.690 -0.256 -1.752 -0.432 0.873 -2.074
C 1.467 -1.989 2.244 -0.128 0.196 0.340
C 1.733 2.871 -1.990 0.280 0.310 0.121
C 0.232 1.767 8.147 0.118 0.013 -0.044
C -0.717 0.077 6.667 -0.124 -0.009 0.067
C 1.174 1.451 5.988 -0.984 -0.502 0.577
C -0.522 3.139 -3.862 0.168 0.021 -0.070
C -2.324 1.129 -1.729 -0.745 0.152 -0.824
C 0.524 -0.434 -0.679 0.518 -0.196 0.581
C 0.224 0.452 5.732 0.213 0.866 0.961
C -2.509 -1.158 -0.447 -0.773 -1.344 1.473
C -1.060 -3.204 -3.549 0.100 -0.041 -0.357
C -0.168 -1.771 -1.193 1.270 0.836 1.695
C -0.998 1.627 -1.410 0.950 0.394 1.415
B 1.586 0.618 3.966 -1.324 0.793 2.306
H -2.035 -2.724 -3.688 0.121 -0.089 0.048
H 1.783 -3.334 -4.007 0.209 0.113 0.111
H 0.202 2.301 9.101 0.092 -0.269 -0.382
H -0.884 4.050 -3.367 0.125 -0.236 -0.052
H -0.714 -3.616 -4.507 -0.177 0.089 0.238
H 2.013 3.675 -2.690 -0.009 -0.237 0.317
H -1.540 -3.099 -0.188 -0.297 0.045 -0.474
H -3.428 -1.754 -0.285 0.318 0.407 0.249
H 0.516 -2.560 -0.832 -0.131 0.108 -0.013
H -1.189 2.642 -1.000 0.408 -0.169 -0.191
H 0.466 1.467 0.231 -0.223 -0.031 -0.305
H 0.825 -2.218 1.382 0.210 -0.203 0.250
H -2.114 -0.747 -2.553 -0.161 -0.232 0.421
H 1.416 -0.183 -1.294 -0.591 -0.018 0.105
H 2.241 -2.756 2.339 -0.192 -0.064 -0.043
H -3.752 -0.332 -2.025 0.356 -0.032 0.021
H -1.162 -4.018 -2.822 0.061 0.137 -0.143
H 1.201 1.165 -4.645 0.093 -0.148 0.344
H 0.992 -0.760 0.265 -0.323 0.035 -0.665
H 2.539 -1.992 -3.075 -0.017 -0.289 0.010
H 1.924 -3.452 -2.224 0.021 0.165 -0.305
H -1.448 0.500 8.639 0.197 0.116 -0.090
H -1.428 -0.723 6.444 0.211 0.325 0.179
H -1.004 0.582 0.497 0.304 0.062 -0.096
H 1.530 3.310 -1.002 0.074 -0.106 -0.311
H 2.567 2.156 -1.918 -0.263 0.295 0.138
H -2.413 -0.477 0.415 -0.217 -0.295 -0.635
H -3.123 1.863 -1.886 0.390 -0.217 0.502
H 0.391 -0.921 -4.988 -0.058 0.038 0.233
H 1.970 0.386 -3.253 -0.348 0.095 -0.184
H -0.954 -0.217 -4.121 0.350 -0.170 0.097
H 0.217 3.420 -4.627 -0.274 -0.015 0.182
H 1.965 2.851 7.415 -0.131 -0.066 -0.084
H -1.380 2.647 -4.345 0.312 0.039 0.230
H 0.841 -1.963 3.149 0.241 -0.184 -0.383
```
Forces are in eV/Å.